Entry 1:
C23H19N5O4S3SbSe4Tc | wB97M-V/def2-TZVPD

LUMO level (alpha / beta)	-3.03 / -3.03	eV
HOMO (alpha / beta)	-7.911 / -7.911	eV
energy above the lowest of the compared OMol25 structures with the same formula, charge and spin	0.620	eV
E_tot	-12583.95773	Ha
2S+1	1

Last column: Mulliken charge in e.
Element x y z (Å)
Tc: -0.43 -0.04 -0.66  -1.207
N: 2.88 -2.60 -1.84  -0.200
C: 1.76 -2.07 -1.38  0.458
S: 1.79 -0.30 -1.10  -0.072
N: 0.70 -2.79 -1.14  -1.228
N: -0.34 -2.10 -0.57  1.231
C: -1.21 -2.85 0.03  -0.963
C: -2.23 -2.35 0.91  0.498
C: -3.24 -3.22 1.37  -0.681
C: -4.14 -2.81 2.32  -0.737
C: -4.03 -1.53 2.88  -0.526
C: -3.03 -0.67 2.48  -0.466
C: -2.13 -1.07 1.48  0.655
O: -1.18 -0.23 1.09  -0.462
H: 3.74 -2.01 -1.88  0.242
H: 2.93 -3.60 -1.92  0.212
H: -1.08 -3.92 -0.07  0.397
H: -3.30 -4.22 0.95  0.452
H: -4.93 -3.48 2.65  0.424
H: -4.73 -1.21 3.64  0.422
H: -2.92 0.32 2.90  0.518
S: -4.44 1.97 -1.08  -0.233
C: -4.71 0.33 -1.47  -0.343
C: -3.56 -0.40 -1.49  -0.477
C: -2.41 0.38 -1.19  0.112
C: -2.75 1.69 -0.94  1.187
C: -1.74 2.64 -0.51  0.788
C: -1.93 4.00 -0.29  -1.111
C: -0.86 4.76 0.12  -0.380
C: 0.38 4.17 0.32  -1.064
C: 0.51 2.82 0.09  -0.133
N: -0.52 2.07 -0.32  0.797
H: -5.71 -0.01 -1.67  0.497
H: -3.53 -1.46 -1.73  0.389
H: -2.90 4.43 -0.46  0.430
H: -0.98 5.83 0.29  0.432
H: 1.24 4.74 0.64  0.491
H: 1.45 2.30 0.24  0.289
N: 1.39 0.65 3.51  -0.457
C: 2.43 0.39 2.61  1.053
C: 3.19 1.42 2.06  -0.797
C: 4.18 1.15 1.13  -0.284
C: 4.43 -0.15 0.72  -0.481
C: 3.70 -1.18 1.30  -0.632
C: 2.71 -0.92 2.22  -0.518
S: 5.64 -0.48 -0.56  1.393
O: 6.35 -1.65 -0.10  -0.722
O: 4.79 -0.76 -1.74  -0.766
O: 6.39 0.74 -0.69  -0.718
H: 1.50 1.48 4.06  0.212
H: 1.10 -0.14 4.05  0.226
H: 3.01 2.44 2.39  0.400
H: 4.77 1.95 0.70  0.513
H: 3.93 -2.21 1.02  0.403
H: 2.14 -1.74 2.66  0.289
Se: -2.13 0.48 -4.16  0.007
Sb: -0.91 0.35 -6.41  0.748
Se: -0.12 0.05 -2.99  0.262
Se: -0.23 2.44 -7.16  -0.387
Se: -0.73 -1.80 -7.26  -0.382

---

Entry 2:
C23H20AlBrN2O8S | wB97M-V/def2-TZVPD

LUMO level	-0.78	eV
HOMO	-9.327	eV
energy above the lowest of the compared OMol25 structures with the same formula, charge and spin	0.000	eV
E_tot	-4814.81678	Ha
2S+1	1

Last column: Mulliken charge in e.
Element x y z (Å)
Al: 2.01 -1.86 -0.02  -0.263
O: 5.46 -0.38 -0.61  -0.594
C: 4.33 -0.64 -0.33  0.380
O: 3.70 -1.79 -0.53  -0.375
C: 3.42 0.41 0.30  0.321
C: 3.76 1.74 0.37  -0.605
C: 2.82 2.62 0.87  -0.304
C: 1.58 2.16 1.29  -0.855
C: 1.31 0.81 1.20  -0.117
N: 2.22 -0.05 0.72  0.259
H: 4.73 2.05 0.02  0.516
H: 3.04 3.68 0.92  0.458
H: 0.81 2.83 1.66  0.597
H: 0.36 0.40 1.52  0.631
C: -1.87 7.04 -2.97  -1.432
C: -2.07 5.79 -2.15  0.867
C: -0.99 4.96 -1.83  -0.955
C: -1.16 3.83 -1.06  -0.164
C: -2.44 3.50 -0.62  0.142
C: -3.54 4.30 -0.93  -0.606
C: -3.34 5.44 -1.69  -0.661
S: -2.69 2.07 0.34  1.420
O: -1.57 1.94 1.24  -0.561
O: -4.02 2.06 0.87  -0.769
N: -2.60 0.94 -0.84  -0.360
C: -2.49 -0.45 -0.35  -0.547
C: -1.65 -1.30 -1.29  -0.622
C: -0.23 -0.77 -1.44  0.691
O: 0.01 0.37 -1.79  -0.661
O: 0.72 -1.62 -1.15  -0.151
H: -0.91 7.04 -3.47  0.352
H: -1.92 7.93 -2.33  0.305
H: -2.65 7.14 -3.73  0.371
H: 0.00 5.22 -2.19  0.336
H: -0.32 3.19 -0.81  0.333
H: -4.52 4.03 -0.57  0.491
H: -4.18 6.07 -1.94  0.390
H: -1.75 1.16 -1.38  0.406
H: -3.48 -0.89 -0.26  0.341
H: -2.03 -0.49 0.64  0.392
H: -2.08 -1.34 -2.30  0.306
H: -1.62 -2.31 -0.90  0.328
Br: 1.70 -9.83 2.61  -0.186
C: 1.41 -7.99 2.28  0.154
C: 2.43 -7.24 1.74  -0.598
C: 2.22 -5.89 1.50  -0.250
C: 0.99 -5.31 1.81  0.199
C: -0.03 -6.09 2.35  -0.420
C: 0.18 -7.44 2.59  -0.501
C: 0.72 -3.86 1.58  0.530
O: -0.32 -3.33 1.88  -0.627
O: 1.72 -3.20 1.00  -0.102
H: 3.39 -7.69 1.51  0.425
H: 3.01 -5.28 1.09  0.473
H: -0.97 -5.62 2.58  0.451
H: -0.60 -8.05 3.01  0.420

---

Entry 3:
C23H20AsClGaN2O10S6Te | wB97M-V/def2-TZVPD

LUMO level	1.82	eV
HOMO	-5.454	eV
energy above the lowest of the compared OMol25 structures with the same formula, charge and spin	0.193	eV
E_tot	-9028.51251	Ha
total charge	-1
2S+1	1

Last column: Mulliken charge in e.
Element x y z (Å)
Ga: -0.21 1.21 0.83  0.831
O: 1.81 2.65 3.55  -0.678
As: 1.19 0.99 3.88  0.265
O: 0.60 -2.19 3.67  -0.748
O: -0.01 0.80 2.62  0.016
C: 2.76 -0.01 3.12  -0.165
C: 3.52 -0.61 4.13  -0.652
C: 4.60 -1.43 3.85  -0.654
C: 4.97 -1.68 2.54  -0.650
C: 4.25 -1.09 1.51  -0.611
C: 3.17 -0.27 1.81  0.501
S: 2.32 0.38 0.40  1.528
O: 3.18 0.26 -0.74  -0.704
O: 1.04 -0.41 0.26  -0.314
O: 1.85 1.76 0.70  -0.797
H: 1.84 2.83 2.60  0.377
H: 3.22 -0.44 5.16  0.319
H: 5.15 -1.89 4.66  0.372
H: 5.80 -2.33 2.31  0.399
H: 4.52 -1.25 0.47  0.481
O: -0.14 5.61 -2.93  -0.578
C: 0.08 4.53 -3.66  0.454
O: 0.30 4.58 -4.85  -0.617
C: 0.03 3.22 -2.94  -0.183
C: 0.23 1.98 -3.52  -0.154
Cl: 0.49 1.55 -5.14  -0.148
N: 0.12 1.03 -2.55  0.165
N: -0.15 1.61 -1.38  0.448
C: -0.20 2.91 -1.59  0.172
C: -0.47 3.75 -0.37  1.039
O: -0.54 4.97 -0.49  -0.826
O: -0.62 3.10 0.72  -0.405
C: 0.28 -0.39 -2.65  -0.113
C: -0.73 -1.20 -2.15  0.585
C: -0.57 -2.58 -2.19  -0.610
C: 0.59 -3.13 -2.73  -0.584
C: 1.59 -2.30 -3.22  -0.795
C: 1.44 -0.92 -3.17  -0.175
H: -0.31 5.39 -1.97  0.442
H: -1.62 -0.75 -1.71  -0.253
H: -1.35 -3.21 -1.79  0.510
H: 0.71 -4.20 -2.75  0.418
H: 2.49 -2.73 -3.62  0.379
H: 2.23 -0.27 -3.51  0.455
C: -4.91 -0.64 -1.82  -0.380
S: -5.51 -0.55 -0.11  -0.152
C: -4.95 1.05 0.32  -0.037
C: -3.67 1.40 0.62  -0.209
S: -2.37 0.23 0.68  -0.098
S: -3.46 3.10 1.00  0.234
C: -5.10 3.60 0.83  0.035
S: -5.60 5.15 1.09  -0.272
S: -6.14 2.32 0.37  -0.177
H: -5.02 -1.67 -2.15  0.303
H: -3.86 -0.36 -1.85  -0.179
H: -5.50 0.01 -2.47  0.334
C: -1.69 -3.85 2.55  -1.177
Te: -0.33 -2.27 2.11  1.148
C: 0.94 -3.61 1.07  -0.930
H: -1.15 -4.68 3.00  0.322
H: -2.20 -4.15 1.64  0.320
H: -2.42 -3.45 3.25  0.325
H: 0.39 -4.21 0.35  0.335
H: 1.40 -4.23 1.84  0.399
H: 1.70 -3.02 0.55  0.116

---

Entry 4:
C23H20AsCuN3O5 | wB97M-V/def2-TZVPD

LUMO level (alpha / beta)	-0.74 / -0.75	eV
HOMO (alpha / beta)	-6.876 / -6.814	eV
expectation value of S²	0.753
energy above the lowest of the compared OMol25 structures with the same formula, charge and spin	0.031	eV
E_tot	-5305.17637	Ha
2S+1	2

Last column: Löwdin spin population.
Element x y z (Å)
Cu: -0.36 0.01 0.07  0.707
C: -0.55 4.55 0.48  0.000
C: 0.61 4.81 1.17  0.000
C: 1.53 3.79 1.37  0.000
C: 1.24 2.53 0.87  0.000
N: 0.13 2.28 0.18  0.001
C: -0.75 3.26 0.00  0.000
C: 2.13 1.35 1.10  0.001
C: 3.31 1.42 1.83  0.001
C: 4.05 0.27 2.02  -0.001
C: 3.60 -0.92 1.49  0.001
C: 2.42 -0.93 0.76  0.002
N: 1.72 0.19 0.57  0.026
C: 1.81 -2.18 0.21  0.000
C: 2.47 -3.40 0.21  0.000
C: 1.80 -4.52 -0.26  0.000
C: 0.50 -4.39 -0.70  0.000
C: -0.08 -3.13 -0.68  -0.001
N: 0.57 -2.06 -0.25  -0.002
H: -1.30 5.31 0.31  0.000
H: 0.81 5.80 1.56  0.000
H: 2.43 3.98 1.92  0.000
H: -1.65 3.00 -0.54  0.000
H: 3.64 2.36 2.26  0.000
H: 4.96 0.30 2.60  0.000
H: 4.15 -1.83 1.66  0.000
H: 3.49 -3.49 0.57  0.000
H: 2.29 -5.48 -0.27  0.000
H: -0.07 -5.24 -1.06  0.000
H: -1.11 -2.96 -0.98  0.000
O: -4.48 -1.54 4.19  0.000
C: -3.66 -1.22 3.38  0.001
C: -3.73 -1.46 1.86  0.003
O: -4.61 -2.05 1.26  -0.001
C: -2.53 -0.84 1.34  0.007
C: -1.72 -0.33 2.33  0.006
O: -0.58 0.21 2.03  0.087
C: -2.36 -0.44 3.64  0.003
O: -1.96 -0.05 4.71  -0.001
O: -2.14 -0.78 0.08  0.097
C: -0.63 1.90 -3.39  0.010
As: -0.94 0.24 -2.42  0.037
C: -0.19 -1.01 -3.71  0.007
C: -2.83 -0.02 -2.76  0.006
H: -0.87 1.75 -4.45  0.002
H: 0.40 2.22 -3.29  0.000
H: -1.28 2.68 -2.99  0.000
H: -0.56 -0.76 -4.71  0.001
H: -0.49 -2.02 -3.45  0.000
H: 0.90 -0.95 -3.70  0.000
H: -3.02 0.07 -3.83  0.002
H: -3.39 0.73 -2.21  0.000
H: -3.13 -0.99 -2.39  0.000

---

Entry 5:
C23H20BI2N7O2Tl | wB97M-V/def2-TZVPD

LUMO level (alpha / beta)	-4.76 / -3.77	eV
HOMO (alpha / beta)	-11.062 / -10.555	eV
E_tot	-2214.71690	Ha
total charge	+1
2S+1	1

Last column: Mulliken charge in e.
Element x y z (Å)
Tl: 0.31 -0.40 0.45  1.243
O: -7.48 1.18 -2.24  -0.387
C: -7.34 2.20 -1.72  0.822
O: -7.16 3.21 -1.17  -0.380
C: -4.61 1.20 -0.69  -0.794
C: -3.82 1.99 0.09  -0.878
C: -2.58 1.44 0.41  0.731
N: -2.20 0.24 -0.01  0.144
C: -3.01 -0.49 -0.77  0.893
C: -4.28 -0.04 -1.15  -0.800
C: -2.49 -1.83 -1.20  0.359
C: -3.18 -2.63 -2.10  -0.610
C: -2.67 -3.88 -2.41  -0.546
C: -1.49 -4.29 -1.83  -0.877
C: -0.85 -3.42 -0.96  -0.002
N: -1.33 -2.22 -0.66  0.031
C: -1.64 2.17 1.31  0.574
C: -1.69 3.55 1.45  -0.654
C: -0.84 4.16 2.36  -0.572
C: 0.00 3.38 3.12  -0.608
C: 0.01 2.01 2.89  -0.313
N: -0.77 1.42 1.99  -0.296
H: -4.15 2.95 0.45  0.426
H: -4.95 -0.63 -1.75  0.368
H: -4.11 -2.30 -2.54  0.368
H: -3.19 -4.52 -3.11  0.448
H: -1.06 -5.26 -2.03  0.432
H: 0.08 -3.69 -0.48  0.284
H: -2.36 4.14 0.84  0.391
H: -0.85 5.24 2.47  0.457
H: 0.66 3.80 3.86  0.427
H: 0.67 1.37 3.45  0.565
I: 2.80 -2.16 -1.16  0.137
C: 3.44 -2.65 0.80  -0.845
I: 1.89 -3.03 2.19  0.069
H: 4.03 -1.82 1.17  0.349
H: 4.03 -3.56 0.73  0.513
B: 2.44 2.56 -1.11  0.178
N: 1.33 1.77 -1.90  -0.162
C: 1.13 2.05 -3.19  -0.301
C: 0.06 1.31 -3.67  -1.214
C: -0.35 0.59 -2.56  -0.035
N: 0.40 0.87 -1.50  0.287
N: 2.71 2.03 0.34  0.007
C: 3.63 2.58 1.14  -0.376
C: 3.77 1.80 2.28  -1.209
C: 2.86 0.77 2.09  -0.464
N: 2.22 0.93 0.92  0.219
H: 3.46 2.42 -1.74  -0.112
H: 2.11 3.71 -1.01  -0.128
H: 1.77 2.76 -3.68  0.461
H: -0.34 1.30 -4.66  0.424
H: -1.14 -0.15 -2.50  0.428
H: 4.15 3.47 0.82  0.464
H: 4.43 1.96 3.11  0.459
H: 2.62 -0.06 2.73  0.604

---

Number 2 is which compound? C23H20AlBrN2O8S

---

Which value of E_tot does entry 2 give? -4814.81678 Ha

---

The highest E_tot belongs to which entry? C23H20BI2N7O2Tl

---

Among the records above, which one has the highest 2S+1? C23H20AsCuN3O5